Computed, not measured: 3 unconnected molecules or ions with the total composition H6O3, with ωB97M-V/def2-TZVPD.

Geometry as XYZ:
```
9
Properties=species:S:1:pos:R:3:forces:R:3
O 0.5889 -0.0246 -2.3604 -0.07 -0.28 -0.59
H 0.7961 0.3779 -1.5170 0.16 -0.02 0.86
H 0.1905 0.6801 -2.8712 -0.12 0.19 -0.14
O 0.9114 -0.2073 0.7517 -1.05 0.49 -1.18
H 1.0002 0.2135 1.6068 0.48 0.56 1.04
H 1.5295 -0.9377 0.7782 0.76 -0.89 0.10
O -1.8252 0.0529 1.5526 -0.93 0.20 0.47
H -0.9210 -0.1899 1.3537 0.79 -0.25 -0.30
H -2.2704 0.0351 0.7055 -0.02 -0.01 -0.26
```
Positions in Å, forces in eV/Å.

Properties
Energy relative to the best compared isomer or geometry (same formula, charge and spin) in kJ/mol: 16.5
HOMO-LUMO gap (alpha / beta) in eV: 3.2 / 11.1
Charge: -1
<S²>: 0.750
Energy in a.u.: -229.2787
Multiplicity: 2
Highest occupied orbital energy (alpha / beta) in eV: 0.9304 / -7.1803